# 1
ORCA calculation (ωB97M-V/def2-TZVPD) on a structure of composition C25H42GeMoNO3.

Orbital gap (spin up / spin down) = 5.5 / 5.2 eV
Spin multiplicity = 2
HOMO energy (spin up / spin down) = -20.274 / -20.359 eV
Net charge = +4

Cartesian coordinates (Å):
Mo1 -1.10 -0.35 -0.08
C1 2.36 1.40 -2.17
C2 1.85 -0.02 -2.01
C3 2.99 -1.02 -1.85
C4 0.92 -0.43 -3.12
O1 1.04 -0.10 -0.65
Ge1 2.33 -0.06 0.74
O2 1.88 -1.23 1.94
C5 2.81 -1.69 3.07
C6 3.10 -3.14 2.76
C7 2.02 -1.50 4.34
C8 4.06 -0.82 3.02
O3 -0.83 0.83 1.05
C9 -1.27 2.39 2.73
C10 -2.24 3.22 1.99
C11 -1.78 1.48 3.76
C12 0.09 2.92 2.89
H1 2.92 1.47 -3.11
H2 1.56 2.13 -2.20
H3 3.06 1.68 -1.38
H4 3.65 -1.01 -2.72
H5 3.69 -0.74 -1.04
H6 2.65 -2.04 -1.68
H7 1.50 -0.53 -4.04
H8 0.46 -1.40 -2.92
H9 0.15 0.32 -3.31
H10 2.20 -3.74 2.79
H11 3.60 -3.26 1.79
H12 3.78 -3.53 3.52
H13 1.11 -2.09 4.33
H14 2.62 -1.84 5.19
H15 1.79 -0.44 4.51
H16 4.59 -0.95 2.07
H17 3.82 0.23 3.18
H18 4.76 -1.11 3.80
H19 -3.14 2.68 1.69
H20 -2.56 3.96 2.74
H21 -1.81 3.77 1.16
H22 -2.78 1.09 3.55
H23 -1.08 0.68 4.00
H24 -1.85 2.11 4.66
H25 0.51 3.31 1.96
H26 -0.03 3.78 3.56
H27 0.76 2.22 3.38
C13 0.02 -3.54 -1.94
C14 -0.85 -2.85 -0.95
C15 -0.41 -2.65 0.40
C16 -1.30 -2.25 1.41
C17 -2.61 -1.85 1.08
C18 -3.01 -1.90 -0.27
C19 -2.14 -2.43 -1.26
H28 -0.22 -4.61 -1.89
H29 1.07 -3.44 -1.72
H30 -0.19 -3.23 -2.96
H31 0.61 -2.91 0.68
H32 -0.95 -2.19 2.43
H33 -3.30 -1.51 1.84
H34 -4.02 -1.59 -0.52
H35 -2.49 -2.50 -2.29
C20 -3.02 3.48 -4.86
C21 -2.59 2.54 -3.80
C22 -1.39 2.71 -3.08
C23 -1.03 1.81 -2.11
N1 -1.78 0.73 -1.78
C24 -2.96 0.57 -2.46
C25 -3.37 1.42 -3.45
H36 -2.28 4.25 -5.06
H37 -3.96 3.97 -4.56
H38 -3.24 2.94 -5.78
H39 -0.75 3.56 -3.29
H40 -0.11 1.95 -1.55
H41 -3.58 -0.27 -2.19
H42 -4.30 1.22 -3.95

---

# 2
ORCA calculation (ωB97M-V/def2-TZVPD) on a structure of composition CH6N3O.

Orbital gap = 10.8 eV
HOMO energy = -15.698 eV
Net charge = +1

Cartesian coordinates (Å):
C1 1.08 -0.01 -0.14
N1 0.21 0.95 0.49
N2 0.46 -1.33 0.22
N3 -1.03 0.49 -0.08
O1 -1.19 -0.80 0.12
H1 0.94 0.18 -1.25
H2 1.98 0.01 0.38
H3 0.11 1.00 1.56
H4 0.40 -2.06 -0.46
H5 -1.96 0.90 0.30
H6 -0.98 0.68 -1.14

---

# 3
ORCA calculation (ωB97M-V/def2-TZVPD) on an isolated molecule of C4H8O.

Orbital gap (spin up / spin down) = 7.5 / 11.0 eV
Spin multiplicity = 3
HOMO energy (spin up / spin down) = -6.556 / -10.888 eV
Net charge = 0

Cartesian coordinates (Å):
C1 1.18 1.35 -0.58
C2 1.27 -0.06 -0.21
C3 -0.25 -0.76 -0.05
C4 -1.13 -0.27 1.07
O1 -0.89 -1.09 -1.18
H1 0.64 2.00 -0.01
H2 1.21 1.69 -1.66
H3 1.88 -0.77 -0.84
H4 1.73 -0.26 0.75
H5 -1.49 -1.23 1.24
H6 -1.96 0.39 0.75
H7 -0.36 -0.02 1.87
H8 -1.84 -0.98 -1.16

---

# 4
ORCA calculation (ωB97M-V/def2-TZVPD) on the ion C4H7BrNO with charge +1.

Orbital gap = 9.5 eV
HOMO energy = -13.260 eV
Net charge = +1

Cartesian coordinates (Å):
C1 -1.18 0.70 1.08
C2 -1.57 -0.53 1.33
C3 -0.05 0.94 0.12
C4 -0.10 -1.57 -0.04
N1 0.74 -0.32 -0.06
O1 -0.61 -1.93 -1.21
Br1 -2.76 -1.53 2.25
H1 -1.63 1.58 1.52
H2 -0.46 1.25 -0.85
H3 0.61 1.73 0.49
H4 0.35 -2.38 0.51
H5 1.25 -0.27 -0.96
H6 1.43 -0.40 0.69
H7 -1.28 -1.32 -1.56

---

# 5
ORCA calculation (ωB97M-V/def2-TZVPD) on an isolated molecule of C7H15N3O.

Orbital gap = 8.5 eV
HOMO energy = -7.667 eV
SMILES string = CN(C)C(=O)[C@H]1CCCNN1
Net charge = 0

Cartesian coordinates (Å):
O1 0.46 -0.09 2.26
C1 0.54 -0.49 1.08
N1 1.77 -1.12 0.83
N2 -0.93 1.36 -1.91
N3 0.04 0.90 -0.96
C2 2.63 -1.53 1.91
C3 2.48 -1.43 -0.44
C4 -2.11 2.00 -1.33
C5 -0.49 -0.18 -0.04
C6 -2.83 0.92 -0.45
C7 -1.86 0.34 0.56
H1 -0.51 2.02 -2.61
H2 0.87 0.55 -1.41
H3 2.31 -2.54 2.15
H4 3.67 -1.43 1.75
H5 2.45 -1.01 2.84
H6 2.64 -0.53 -1.01
H7 1.94 -2.18 -1.02
H8 3.41 -1.92 -0.30
H9 -2.81 2.43 -2.11
H10 -1.86 2.90 -0.77
H11 -0.62 -1.13 -0.52
H12 -3.60 1.50 0.12
H13 -3.44 0.18 -0.92
H14 -1.73 1.07 1.35
H15 -2.40 -0.60 0.95

---

# 6
ORCA calculation (ωB97M-V/def2-TZVPD) on a structure of composition C28H34BrN8O3SV.

Orbital gap (spin up / spin down) = 8.3 / 6.4 eV
Spin multiplicity = 2
HOMO energy (spin up / spin down) = -11.133 / -9.277 eV
Net charge = +1

Cartesian coordinates (Å):
V1 0.25 -1.13 0.69
N1 1.72 -1.63 -0.71
C1 2.77 -2.56 -0.27
C2 3.81 -1.77 0.51
N2 3.18 -0.82 1.44
C3 3.99 0.40 1.60
C4 4.29 1.18 0.32
N3 3.19 1.15 -0.62
C5 2.94 -1.43 2.74
C6 1.83 -0.71 3.48
N4 0.54 -1.02 2.83
H1 1.21 -1.99 -1.51
H2 2.16 -0.74 -0.99
H3 3.25 -3.04 -1.12
H4 2.32 -3.34 0.35
H5 4.42 -1.22 -0.20
H6 4.48 -2.46 1.04
H7 4.95 0.15 2.09
H8 3.46 1.05 2.30
H9 5.18 0.76 -0.17
H10 4.57 2.19 0.63
H11 3.40 1.71 -1.44
H12 2.33 1.51 -0.23
H13 3.85 -1.43 3.36
H14 2.64 -2.47 2.60
H15 1.99 0.37 3.44
H16 1.82 -0.99 4.53
H17 -0.20 -0.40 3.17
H18 0.27 -1.96 3.11
S1 -3.73 4.90 -2.74
N5 -3.11 4.68 -1.27
C7 -2.19 3.74 -1.39
C8 -1.38 3.21 -0.30
C9 -1.53 3.67 1.01
C10 -0.75 3.11 1.99
C11 0.11 2.08 1.64
N6 0.24 1.60 0.41
C12 -0.46 2.20 -0.58
C13 -0.25 1.74 -1.97
N7 0.73 0.86 -2.20
C14 0.93 0.44 -3.43
C15 0.17 0.86 -4.53
C16 -0.82 1.79 -4.31
C17 -1.03 2.25 -3.01
C18 -2.03 3.26 -2.71
N8 -2.84 3.84 -3.58
H19 -2.25 4.45 1.22
H20 -0.81 3.44 3.02
H21 0.71 1.60 2.40
H22 1.74 -0.27 -3.58
H23 0.38 0.48 -5.52
H24 -1.43 2.17 -5.12
Br1 -6.22 2.62 0.75
C19 -5.14 1.50 -0.32
C20 -5.48 1.30 -1.65
C21 -4.67 0.50 -2.45
C22 -3.53 -0.09 -1.92
C23 -3.22 0.12 -0.58
C24 -4.02 0.91 0.23
C25 -1.97 -0.44 -0.01
O1 -1.71 -0.35 1.21
O2 -1.10 -0.99 -0.77
H25 -6.37 1.76 -2.06
H26 -4.94 0.34 -3.49
H27 -2.88 -0.70 -2.53
H28 -3.76 1.07 1.26
C26 0.06 -4.95 2.41
O3 0.44 -3.62 2.02
C27 -0.23 -2.95 1.00
C28 -1.32 -3.75 0.34
H29 0.30 -5.67 1.63
H30 -1.00 -5.01 2.65
H31 0.64 -5.18 3.30
H32 -0.99 -4.76 0.07
H33 -1.66 -3.25 -0.56
H34 -2.18 -3.86 1.00

---

# 7
ORCA calculation (ωB97M-V/def2-TZVPD) on a cluster of 6 separate species, C6H25NO7 in total.

Orbital gap (spin up / spin down) = 2.4 / 8.3 eV
Spin multiplicity = 2
HOMO energy (spin up / spin down) = 0.267 / -5.634 eV
Net charge = -1

Cartesian coordinates (Å):
C1 -0.52 5.61 1.97
O1 -0.38 4.20 1.88
C2 -0.31 3.71 0.57
C3 0.22 2.32 0.69
N1 -0.96 1.50 0.82
C4 -1.12 0.21 0.24
C5 -2.68 -0.01 0.33
O2 -3.59 1.12 0.38
C6 -4.97 0.74 0.38
H1 0.37 5.99 1.46
H2 -0.34 6.06 2.95
H3 -1.43 5.98 1.50
H4 0.24 4.32 -0.14
H5 -1.35 3.77 0.27
H6 0.86 2.13 1.56
H7 0.84 2.07 -0.17
H8 -1.75 2.10 0.63
H9 -0.48 -0.59 0.60
H10 -0.80 0.24 -0.80
H11 -2.79 -0.57 1.25
H12 -2.84 -0.79 -0.42
H13 -5.19 0.33 -0.60
H14 -5.60 1.63 0.47
H15 -5.22 0.08 1.21
O3 1.44 -2.76 0.19
H16 1.76 -2.86 -0.71
H17 2.10 -2.22 0.62
O4 3.80 -5.30 -2.45
H18 2.98 -5.65 -2.11
H19 3.66 -4.35 -2.47
O5 2.84 -2.75 -2.31
H20 2.23 -2.48 -3.00
H21 3.62 -2.22 -2.46
O6 0.09 -5.07 -1.38
H22 -0.83 -5.29 -1.27
H23 0.15 -4.14 -1.14
O7 5.49 -2.06 0.31
H24 5.85 -2.92 0.50
H25 4.60 -2.09 0.66

---

# 8
ORCA calculation (ωB97M-V/def2-TZVPD) on the ion C5H12N2 with charge +1.

Orbital gap (spin up / spin down) = 9.5 / 6.7 eV
Spin multiplicity = 2
HOMO energy (spin up / spin down) = -13.783 / -13.769 eV
Net charge = +1

Cartesian coordinates (Å):
C1 1.25 1.06 -0.42
C2 -0.35 1.14 -0.17
C3 -0.89 -0.23 -0.09
C4 -1.19 -0.96 -1.22
C5 -0.06 -0.50 2.26
N1 -0.90 -0.85 1.13
N2 1.72 0.24 -1.53
H1 1.90 1.03 0.49
H2 1.53 2.04 -0.82
H3 -0.67 1.81 -0.97
H4 -0.40 1.79 0.70
H5 -1.75 -0.52 -2.07
H6 -0.89 -1.98 -1.44
H7 0.91 -0.13 1.86
H8 -0.49 0.44 2.63
H9 0.17 -1.28 2.98
H10 -0.85 -1.84 0.89
H11 1.26 -0.67 -1.42
H12 1.36 0.52 -2.43

---

Energy relative to the best compared isomer or geometry (same formula, charge and spin) values, unit eV, following the record order: 2.6575 5.2613 0.0753 2.6825 1.5100 0.2001 3.6349 2.4269.
Electronic energy values, unit Eh, following the record order: -3401.8438 -280.7400 -232.2673 -2860.2548 -515.1390 -5667.2386 -824.9059 -306.8620.